(1)
{
  "formula": "C23H50I2NO2PSi2",
  "method": "ωB97M-V/def2-TZVPD",
  "homo_lumo_gap_ev": 8.3,
  "largest_force_ha_per_bohr": 0.1072,
  "total_energy_ha": -2626.982388,
  "elements": ["C", "C", "C", "C", "C", "C", "C", "C", "C", "C", "C", "Si", "O", "Si", "C", "C", "C", "C", "N", "C", "C", "C", "C", "C", "P", "O", "C", "I", "C", "C", "I", "H", "H", "H", "H", "H", "H", "H", "H", "H", "H", "H", "H", "H", "H", "H", "H", "H", "H", "H", "H", "H", "H", "H", "H", "H", "H", "H", "H", "H", "H", "H", "H", "H", "H", "H", "H", "H", "H", "H", "H", "H", "H", "H", "H", "H", "H", "H", "H", "H", "H"],
  "xyz": [[6.69625, 1.44406, -0.50415], [6.37784, 0.40324, -1.74882], [6.51134, -1.14291, -1.19349], [5.11200, -1.72237, -0.50938], [4.92297, -1.27132, 1.05996], [4.54569, -2.60825, 1.93839], [3.21850, -2.41640, 2.88441], [1.83890, -2.14540, 2.04164], [1.53143, -3.22714, 0.84569], [-0.12870, -3.22383, 0.65060], [-0.65252, -1.85853, -0.16198], [-2.23882, -1.09700, 0.66984], [-3.03782, 0.13695, -0.28354], [-2.11496, 0.64802, -1.67776], [-0.39237, 1.41429, -1.32316], [-0.27328, 2.28587, 0.05870], [0.76651, 3.53800, -0.25879], [0.94355, 4.46991, 1.10190], [0.57391, 5.89589, 0.66882], [-3.21946, 1.99370, -2.58816], [-4.02875, 1.38473, -3.88578], [-4.37661, 2.55266, -1.52346], [-5.70272, 1.57224, -1.44187], [-6.40542, 1.56640, 0.07566], [-1.47329, -0.02006, 2.48033], [-2.25303, -0.39385, 3.80263], [-3.36097, -2.61724, 1.12929], [-3.29303, -3.64670, 3.10939], [-4.35429, -3.24750, 0.16896], [-5.27018, -4.56022, 0.63483], [-4.63135, -2.53704, -1.87705], [7.03128, 0.84112, 0.44279], [5.70740, 2.05994, -0.26790], [7.54103, 2.20255, -0.82961], [5.29117, 0.54766, -2.18256], [7.12065, 0.50147, -2.65283], [6.73887, -1.87583, -2.09910], [7.36605, -1.27920, -0.39130], [4.19693, -1.38593, -1.15863], [5.18230, -2.90736, -0.62137], [5.97831, -0.87370, 1.44829], [4.17973, -0.37537, 1.18030], [5.45950, -2.79035, 2.68342], [4.37122, -3.57796, 1.29313], [3.41234, -1.43047, 3.52818], [3.05094, -3.27599, 3.67407], [1.82611, -1.05538, 1.57582], [0.92525, -2.15862, 2.80988], [2.09527, -2.97812, -0.17198], [1.78949, -4.32814, 1.21263], [-0.57457, -3.31426, 1.72780], [-0.35325, -4.16909, -0.02528], [0.23331, -1.09781, -0.08693], [-0.85181, -2.24541, -1.27337], [-1.95074, -0.45722, -2.64308], [-0.17254, 2.17909, -2.21362], [0.51029, 0.63484, -1.37905], [0.29798, 1.59916, 0.85041], [-1.31230, 2.66853, 0.48342], [1.80318, 3.01502, -0.53250], [0.45831, 4.15263, -1.20982], [0.16876, 4.03922, 1.89514], [2.01560, 4.38541, 1.56752], [0.50845, 6.43709, 1.57275], [-0.38807, 5.77910, 0.23560], [-2.57454, 2.93978, -2.90300], [-4.41487, 0.29750, -3.61158], [-3.29336, 1.31121, -4.81243], [-5.00977, 2.00170, -4.15456], [-3.93150, 2.69419, -0.43428], [-4.78126, 3.62514, -1.84306], [-5.36364, 0.44577, -1.61616], [-6.52119, 1.82744, -2.25661], [-6.33041, 2.60392, 0.61300], [-7.55516, 1.26050, -0.01388], [-5.91311, 0.72077, 0.75105], [-0.03313, -0.15273, 2.62518], [-1.70906, 1.41749, 2.28084], [-4.54295, -5.44023, 0.95513], [-5.95638, -4.91460, -0.25492], [-5.91551, -4.16940, 1.55101]],
  "mulliken_charge": [-0.69, -0.31, -0.86, -0.44, -0.16, -0.67, -1.03, 0.36, -0.61, -0.47, 0.22, -0.22, 0.24, -0.04, -0.57, 0.13, -0.81, -0.29, -0.68, 0.26, -0.98, -0.77, 0.20, -0.92, 0.67, -0.69, -0.03, 0.02, -0.04, -1.04, 0.02, 0.20, 0.10, 0.28, 0.21, 0.30, 0.31, 0.31, 0.15, 0.33, 0.24, 0.18, 0.31, 0.28, 0.29, 0.32, -0.19, 0.26, 0.09, 0.36, 0.05, 0.31, -0.31, 0.30, -0.16, 0.55, 0.27, 0.02, 0.02, 0.12, 0.41, 0.21, 0.31, 0.26, 0.25, 0.36, 0.13, 0.29, 0.28, 0.14, 0.36, -0.32, 0.38, 0.26, 0.30, 0.14, -0.04, 0.02, 0.30, 0.33, 0.30]
}

***

(2)
{
  "formula": "C23H50IN2O4",
  "method": "ωB97M-V/def2-TZVPD",
  "total_charge": -1,
  "homo_lumo_gap_ev": 4.6,
  "largest_force_ha_per_bohr": 0.0413,
  "e_above_lowest_kcal_mol": 143.0,
  "total_energy_ha": -1614.262319,
  "elements": ["C", "C", "C", "C", "C", "C", "C", "C", "C", "C", "C", "I", "H", "H", "H", "H", "H", "H", "H", "H", "H", "H", "H", "H", "H", "H", "H", "H", "H", "H", "H", "H", "C", "O", "C", "C", "N", "C", "C", "O", "C", "H", "H", "H", "H", "H", "H", "H", "H", "H", "H", "H", "H", "H", "H", "H", "C", "O", "C", "C", "N", "C", "C", "O", "C", "H", "H", "H", "H", "H", "H", "H", "H", "H", "H", "H", "H", "H", "H", "H"],
  "xyz": [[1.79368, 1.56547, 3.19753], [1.71183, 1.07952, 1.77163], [2.03595, 2.06892, 0.67097], [1.30562, -0.20681, 1.45443], [-0.02674, -0.39068, 0.76445], [-1.22619, -0.05088, 1.69284], [-2.35665, 0.52780, 0.83498], [-3.02999, -0.61641, 0.03213], [-3.41540, 1.26896, 1.65037], [-4.29890, 2.11711, 0.69677], [-3.94331, 3.59907, 0.90106], [-4.77032, 4.65404, -0.87812], [2.81004, 1.86932, 3.47613], [1.44793, 0.76279, 3.84328], [1.09971, 2.40373, 3.27194], [1.12271, 2.54748, 0.28760], [2.48539, 1.56718, -0.17780], [2.67081, 2.86421, 1.05550], [1.92764, -1.07647, 1.66594], [-0.06207, 0.28872, -0.09862], [-0.14550, -1.38985, 0.33714], [-1.51657, -0.99852, 2.15789], [-0.88408, 0.62241, 2.47638], [-1.91922, 1.25031, 0.14373], [-4.02146, -0.83740, 0.42441], [-3.15488, -0.31060, -1.00656], [-2.43717, -1.53066, 0.06636], [-4.08372, 0.53884, 2.12201], [-2.97911, 1.90618, 2.42088], [-5.35806, 1.89491, 0.89733], [-4.05500, 1.88441, -0.33920], [-4.54029, 3.98346, 1.73984], [-2.72956, -5.34602, -0.29869], [-3.42982, -4.90607, 0.84508], [-4.05050, -5.92912, 1.60729], [-3.31657, -6.19288, 2.90723], [-2.03011, -6.84135, 2.68693], [-1.13140, -6.84347, 3.84000], [-0.74752, -5.51223, 4.48269], [0.11022, -4.70224, 3.70572], [-0.51995, -3.98732, 2.65585], [-2.53765, -4.47073, -0.91746], [-1.76394, -5.79856, -0.04488], [-3.31957, -6.06234, -0.87853], [-4.16963, -6.84755, 1.02319], [-5.04947, -5.56201, 1.85849], [-3.93446, -6.84041, 3.53813], [-3.21419, -5.22650, 3.41576], [-1.55838, -6.39253, 1.91467], [-0.20521, -7.32519, 3.51670], [-1.56910, -7.48694, 4.61151], [-0.17786, -5.74803, 5.38566], [-1.62172, -4.93885, 4.81475], [-1.51933, -3.64155, 2.92966], [-0.56143, -4.59385, 1.74675], [0.09615, -3.11700, 2.42837], [2.26058, 5.29623, -1.77521], [2.77720, 3.98930, -1.94010], [2.03435, 3.17317, -2.83664], [2.76157, 2.97442, -4.15200], [2.79909, 4.19723, -4.94382], [3.73277, 4.18558, -6.06592], [5.20966, 3.89637, -5.80702], [5.91283, 4.91981, -5.12802], [5.71374, 4.96437, -3.72681], [2.73423, 5.72401, -0.89256], [2.49343, 5.94358, -2.62894], [1.17920, 5.28322, -1.61861], [1.02565, 3.56620, -2.99078], [1.93869, 2.19444, -2.35954], [2.24860, 2.19587, -4.72556], [3.76700, 2.60610, -3.90927], [3.02879, 4.97526, -4.34181], [3.67354, 5.17198, -6.53300], [3.36762, 3.46403, -6.80518], [5.69213, 3.82017, -6.78507], [5.36883, 2.93061, -5.31188], [5.61847, 3.96590, -3.29355], [4.84046, 5.56780, -3.46799], [6.58587, 5.45052, -3.28881]],
  "mulliken_charge": [-1.71, 1.00, -1.03, -1.19, -0.51, -0.56, 0.64, -1.30, -1.00, -0.76, -0.81, -0.39, 0.48, 0.38, 0.33, 0.26, 0.28, 0.42, 0.38, 0.48, 0.38, -0.19, 0.41, 0.36, 0.35, 0.31, 0.23, 0.32, 0.47, 0.44, 0.33, 0.19, -0.81, -0.20, -0.87, -0.12, -0.35, -0.77, -0.44, -0.46, -0.04, 0.24, 0.32, 0.35, 0.40, 0.36, 0.39, 0.13, 0.13, 0.38, 0.39, 0.35, 0.35, 0.21, 0.04, 0.03, -0.87, -0.26, -0.69, -0.26, -0.30, -0.73, -0.44, -0.45, -0.48, 0.23, 0.34, 0.41, 0.46, 0.28, 0.37, 0.14, 0.10, 0.38, 0.39, 0.35, 0.34, 0.28, 0.13, 0.33]
}